No. 1
ORCA calculation (ωB97M-V/def2-TZVPD) on 4 unconnected molecules or ions with the total composition C3H15N2O3.

Each line ends with the Löwdin spin population.
Cartesian coordinates (Å):
O  -1.82634  2.74105  1.90218  0.00
O  -2.06476  -0.01109  3.33761  0.00
O  0.68515  -0.24556  -5.50333  0.00
N  0.49551  -0.17622  -1.90008  0.33
N  0.04950  -1.12543  1.59815  0.05
C  0.74600  -0.68739  0.36545  0.40
C  2.16457  -0.45892  0.53346  0.06
C  -0.06151  -0.59958  -0.77734  0.08
H  2.65483  -1.31682  1.01377  0.02
H  0.60461  -0.91981  2.44425  0.00
H  2.49352  0.47363  1.00681  0.02
H  -2.41452  2.91836  1.15299  0.00
H  1.40391  0.26243  -1.90273  0.01
H  -0.01011  -2.15597  1.60534  0.01
H  0.02714  -0.43306  -2.76597  0.01
H  -1.95586  0.80643  2.84067  0.00
H  -1.84153  3.54382  2.45593  0.00
H  1.00763  -0.46783  -6.41015  0.00
H  -2.65594  0.19486  4.05895  0.00
H  2.82164  -0.47257  -0.35182  0.00
H  -1.13804  -0.73606  -0.76626  0.00
H  -0.91523  -0.78182  1.76999  0.00
H  -0.27019  -0.35245  -5.70787  0.00

- highest occupied orbital energy (spin up / spin down) (Ha) = -0.6253 / -0.6252
- charge = +2
- maximum force (Eh/bohr) = 0.047
- Kohn-Sham gap (spin up / spin down) (hartree) = 0.32283 / 0.19811
- LUMO energy (spin up / spin down) (Eh) = -0.3025 / -0.4271
- spin multiplicity = 2
- calculated total energy (hartree) = -457.8439
- ΔE to the lowest compared entry with this formula, charge and spin (kJ/mol) = 0.3



No. 2
ORCA calculation (ωB97M-V/def2-TZVPD) on a molecular structure, C21H37IN4O3SSi2.

Each line ends with the Löwdin charge.
Cartesian coordinates (Å):
I  2.65395  0.67633  4.27278  0.94
S  5.06953  -0.41548  -0.05788  0.83
Si  2.06204  -0.11891  0.65927  0.42
Si  1.63510  2.71252  0.38266  0.53
O  -0.07915  -0.29180  4.07834  -0.03
O  2.52678  1.42258  0.97193  -0.40
O  4.70556  3.31607  0.86557  -0.04
N  5.04058  5.59065  3.04287  0.01
N  -6.16588  -5.51060  -2.41205  -0.07
N  -0.83709  3.81076  0.85982  -0.05
N  -2.56965  0.47768  -2.05877  -0.06
C  -4.79375  -3.12617  -2.25559  -0.12
C  0.93270  -0.26243  3.40933  -0.87
C  5.73432  -1.31190  2.55639  -0.16
C  2.54540  4.33108  0.57294  -0.20
C  0.95174  -0.87326  2.01599  -0.25
C  -1.79820  1.74709  -2.04607  0.06
C  -2.63075  -1.88253  -2.10243  0.06
C  6.25394  -1.09908  1.14111  -0.52
C  0.06500  2.79103  1.44578  -0.33
C  4.44568  5.53334  1.70596  -0.24
C  -6.88654  -6.80885  -2.45769  0.06
C  3.49614  -1.27932  0.22889  -0.57
C  3.76610  4.20378  1.45952  -0.46
C  -4.02015  -1.86119  -2.15783  -0.13
C  -4.65801  -0.62327  -2.13811  0.06
C  -4.56648  -4.01628  -3.30015  0.06
C  -3.91000  0.52832  -2.09147  0.03
C  -1.92811  -0.69834  -2.05125  0.03
C  -5.75079  -3.46633  -1.30234  0.06
C  -5.26636  -5.20046  -3.35677  0.03
C  -6.41835  -4.66296  -1.40182  0.02
H  -3.85108  -3.79610  -4.08009  0.15
H  -2.10789  2.33329  -1.18407  0.10
H  5.87006  -0.40632  3.12712  0.06
H  3.21021  -1.77711  -0.68954  0.02
H  1.18492  -0.07722  -0.55816  0.00
H  -7.95490  -6.61201  -2.46534  0.12
H  -6.60267  -7.34461  -3.35615  0.11
H  -0.41199  1.82105  1.50450  0.06
H  6.25197  -2.12010  3.05167  0.08
H  -0.73851  1.52307  -1.97175  0.08
H  5.34613  4.66713  3.31604  0.06
H  1.21180  -1.92169  2.10279  0.09
H  -0.61709  4.70932  1.26478  0.06
H  -2.08272  -2.81428  -2.09264  0.14
H  0.41475  3.07402  2.43392  0.08
H  -5.97008  -2.81537  -0.46758  0.15
H  -6.60851  -7.38496  -1.57922  0.12
H  -0.07458  -0.79800  1.68722  0.06
H  -5.73535  -0.54364  -2.18023  0.14
H  1.28709  2.56612  -1.05516  0.01
H  -5.11567  -5.91629  -4.15103  0.16
H  4.67680  -1.51922  2.59296  0.02
H  -0.84794  -0.67126  -2.00708  0.14
H  2.82892  4.76492  -0.37623  0.09
H  3.57209  -2.05755  0.97774  0.03
H  -1.78882  3.63084  1.14951  0.05
H  6.60914  -2.04320  0.76074  0.06
H  5.87473  6.15530  3.00047  0.07
H  4.69900  2.48416  1.33733  0.06
H  1.86299  5.03014  1.04960  0.08
H  3.48801  3.82073  2.44146  0.13
H  7.05212  -0.37804  1.18151  0.07
H  5.22671  5.61455  0.95409  0.12
H  -2.00222  2.28020  -2.97097  0.12
H  -7.15791  -4.97217  -0.67700  0.16
H  3.75632  6.35189  1.53968  0.11
H  -4.36116  1.51035  -2.08988  0.16

- highest occupied orbital energy (Ha) = -0.4285
- charge = +2
- maximum force (Eh/bohr) = 0.047
- Kohn-Sham gap (hartree) = 0.14597
- LUMO energy (Eh) = -0.2825
- spin multiplicity = 1
- calculated total energy (hartree) = -2541.5324
- ΔE to the lowest compared entry with this formula, charge and spin (kJ/mol) = 0.0



No. 3
ORCA calculation (ωB97M-V/def2-TZVPD) on a single C3H8O2 molecule.

Each line ends with the Löwdin charge.
Cartesian coordinates (Å):
O  -0.23745  -0.43245  -1.50380  -0.04
O  2.04054  -0.41486  -0.21244  -0.07
C  0.94514  0.22236  0.45099  -0.21
C  -1.61459  0.25719  0.28861  -0.05
C  -0.32071  -0.43805  -0.09539  -0.46
H  -0.34673  -1.47443  0.28534  0.14
H  1.03938  0.09180  1.53707  0.12
H  2.71648  0.24336  -0.40038  0.09
H  0.69871  -0.62435  -1.68493  0.08
H  -1.60783  1.30597  -0.02897  0.08
H  -1.80176  0.20688  1.36633  0.08
H  -2.44011  -0.24123  -0.22924  0.08
H  0.92894  1.29781  0.22682  0.13

- highest occupied orbital energy (Ha) = -0.3706
- SMILES = C[C@@H](O)CO
- maximum force (Eh/bohr) = 0.007
- Kohn-Sham gap (hartree) = 0.40001
- LUMO energy (Eh) = 0.0294
- spin multiplicity = 1
- calculated total energy (hartree) = -269.5707
- ΔE to the lowest compared entry with this formula, charge and spin (kJ/mol) = 63.6



No. 4
ORCA calculation (ωB97M-V/def2-TZVPD) on a molecular structure, C30H39LuN3S.

Each line ends with the Löwdin charge.
Cartesian coordinates (Å):
Lu  0.12042  -0.39066  1.20241  1.33
S  -2.37648  -0.12376  2.16727  0.67
N  0.13272  -1.11090  -2.39833  -0.05
N  0.40377  -2.10794  2.87644  -0.09
N  0.71594  -2.27672  -0.67824  -0.15
C  0.75587  1.50427  -4.94411  -0.02
C  0.95222  1.33896  2.81661  -0.33
C  0.06057  -1.09426  -1.03866  -0.12
C  -0.39112  2.28776  -4.81105  -0.28
C  0.20290  -2.82376  1.70456  -0.44
C  0.97223  0.37917  -4.14496  -0.20
C  -2.23745  0.45722  -2.05139  -0.08
C  -0.07370  -2.63052  4.02892  -0.22
C  -1.35195  1.93154  -3.86154  -0.01
C  -0.90769  -3.70624  1.61208  -0.07
C  1.08533  1.87684  0.56578  -0.31
C  3.24648  0.56902  -0.06417  -0.05
C  0.85810  2.55558  -0.73883  -0.05
C  1.14246  -2.50925  0.64324  -0.28
C  -0.60719  3.46325  -5.71783  -0.07
C  2.96291  -0.28812  3.00846  -0.06
C  -0.99477  -3.67773  4.01061  -0.17
C  0.63063  -2.32866  -2.86946  -0.10
C  -0.03814  0.02179  -3.23037  -0.14
C  -1.50294  -4.13163  2.78416  -0.18
C  0.35450  2.11566  1.77211  -0.33
C  -1.18831  0.80283  -3.05723  -0.21
C  2.06571  0.62907  2.25709  -0.33
C  0.55773  1.33925  4.25162  -0.06
C  1.04009  -3.03421  -1.81015  -0.05
C  2.26914  -0.35591  -4.24825  -0.05
C  2.15494  0.96856  0.86508  -0.33
C  -0.77492  3.06939  1.94148  -0.08
C  -3.00234  -0.95782  3.63501  -0.38
C  -3.78706  -0.26379  1.06182  -0.41
H  1.18148  2.03723  4.83415  0.08
H  -3.93066  0.70583  0.57302  0.02
H  3.24390  0.17038  3.96669  0.07
H  -2.03538  0.92922  -1.07262  0.06
H  -2.25490  2.53682  -3.75715  0.12
H  2.90886  0.17329  -4.96052  0.07
H  1.21923  1.94562  -1.57625  0.06
H  0.67154  0.34260  4.70098  0.07
H  -3.77016  -0.31728  4.08215  0.03
H  0.34587  3.86600  -6.08158  0.07
H  -1.34104  -4.10004  4.95005  0.07
H  -2.32345  -4.85109  2.76316  0.07
H  2.45660  -1.23947  3.23247  0.06
H  2.15641  -1.37868  -4.62433  0.06
H  -1.19843  -4.07455  0.62887  0.10
H  2.21376  -2.71601  0.75608  0.09
H  2.82165  -0.39577  -3.29806  0.08
H  -1.22254  3.33722  0.97710  0.06
H  -1.57041  2.63661  2.56375  0.04
H  -3.41960  -1.92666  3.34575  0.04
H  0.30479  -2.21308  4.96809  0.09
H  -2.17999  -1.10422  4.33958  0.02
H  1.51386  1.76862  -5.68187  0.11
H  -0.21177  2.73654  -0.91128  0.06
H  4.09482  1.27167  0.00107  0.08
H  -0.44984  4.00419  2.42519  0.08
H  0.68851  -2.55433  -3.91764  0.10
H  -4.67346  -0.52202  1.65150  0.03
H  3.87059  -0.50927  2.43484  0.07
H  2.90602  0.56010  -1.10951  0.05
H  1.37392  3.52870  -0.79186  0.08
H  -2.35017  -0.62080  -1.89130  0.07
H  -1.20032  3.17112  -6.59710  0.08
H  3.62382  -0.43385  0.17750  0.07
H  -3.20516  0.85732  -2.38968  0.08
H  1.52281  -3.99091  -1.73364  0.11
H  -3.58822  -1.03262  0.30714  0.03
H  -1.15297  4.26303  -5.20361  0.07
H  -0.49056  1.64021  4.37870  0.07

- highest occupied orbital energy (spin up / spin down) (Ha) = -0.0151 / -0.0237
- charge = -1
- maximum force (Eh/bohr) = 0.050
- Kohn-Sham gap (spin up / spin down) (hartree) = 0.11187 / 0.11878
- LUMO energy (spin up / spin down) (Eh) = 0.0968 / 0.0950
- spin multiplicity = 1
- calculated total energy (hartree) = -2964.4818
- ΔE to the lowest compared entry with this formula, charge and spin (kJ/mol) = 0.0